13
Properties=species:S:1:pos:R:3:lowdin_charge:R:1 method="wB97M-V/def2-TZVPD" homo_energy_ha="-0.0474 / 0.0136" total_charge=-2 e_lumo_ha="0.2398 / 0.1788" energy_ev=-17611.383
C -0.57 2.64 1.42 -0.41
C 0.96 -0.83 -2.11 -0.65
C 0.01 -1.60 0.24 -0.76
C -0.27 1.34 1.60 0.00
C 0.07 -0.56 -0.88 -0.03
N -0.64 3.81 1.45 0.04
O 1.96 -0.31 -2.56 -0.03
O -1.11 -1.77 0.79 -0.09
O 0.26 -1.82 -2.59 -0.05
O 1.04 -2.25 0.50 -0.07
F -1.23 -0.23 -1.22 -0.01
H -0.91 0.86 2.29 0.04
H 0.43 0.70 1.09 0.02


8
Properties=species:S:1:pos:R:3:lowdin_charge:R:1 method="wB97M-V/def2-TZVPD" homo_energy_ha="-0.3016 / -0.3029" e_lumo_ha="-0.0392 / -0.0357" energy_ev=-29982.426
C -2.20 -0.09 0.42 -0.42
P -1.28 0.75 -0.63 0.39
P 0.24 1.69 0.59 0.25
P 1.94 0.65 -0.51 0.46
C 1.62 -0.85 0.06 -0.45
H -3.13 -0.79 0.35 -0.02
H 0.26 2.98 -0.06 -0.17
H 1.84 -1.91 0.20 -0.04


55
Properties=species:S:1:pos:R:3:lowdin_charge:R:1 method="wB97M-V/def2-TZVPD" homo_energy_ha=-0.2980 e_lumo_ha=0.0204 energy_ev=-46168.620
C -3.75 -3.69 -0.49 -0.10
C -4.41 -2.78 0.54 -0.22
C -3.38 -1.95 1.31 -0.16
N -2.67 -1.04 0.45 0.00
C -1.40 -1.23 -0.02 -0.60
S -0.41 -2.58 0.45 1.01
C 1.10 -2.22 -0.50 -0.34
C 1.93 -1.11 0.14 -0.54
O 2.76 -1.35 0.99 0.09
N 1.62 0.11 -0.35 0.12
C 2.17 1.33 0.09 -0.17
C 1.30 2.38 0.33 -0.01
C 1.77 3.59 0.79 -0.09
C 3.13 3.75 1.03 -0.09
C 4.00 2.72 0.76 -0.03
C 3.55 1.50 0.27 -0.12
C 4.52 0.45 -0.10 -0.20
C 4.48 -0.13 -1.36 -0.04
C 5.41 -1.09 -1.72 -0.08
C 6.39 -1.47 -0.82 -0.09
C 6.44 -0.89 0.43 -0.08
C 5.52 0.07 0.79 -0.04
N -1.06 -0.27 -0.83 0.00
N -2.10 0.58 -0.91 0.09
C -3.07 0.13 -0.15 -0.22
C -4.33 0.81 -0.01 -0.10
C -5.45 0.54 0.83 -0.02
C -6.37 1.50 0.54 -0.11
O -5.91 2.33 -0.40 0.06
C -4.67 1.93 -0.75 -0.25
C -3.93 2.69 -1.77 0.00
H -3.23 -3.10 -1.25 0.07
H -3.02 -4.34 -0.02 0.07
H -4.50 -4.29 -0.99 0.07
H -5.11 -2.11 0.04 0.10
H -4.96 -3.38 1.26 0.11
H -3.86 -1.37 2.11 0.12
H -2.64 -2.61 1.77 0.10
H 1.67 -3.15 -0.47 0.09
H 0.80 -1.98 -1.52 0.08
H 0.71 0.18 -0.82 0.09
H 0.24 2.24 0.15 0.10
H 1.09 4.40 0.98 0.10
H 3.51 4.69 1.40 0.10
H 5.06 2.85 0.91 0.12
H 3.72 0.18 -2.07 0.12
H 5.37 -1.53 -2.70 0.10
H 7.12 -2.23 -1.10 0.10
H 7.20 -1.19 1.14 0.10
H 5.54 0.51 1.78 0.12
H -5.57 -0.24 1.55 0.10
H -7.35 1.68 0.93 0.12
H -3.32 2.01 -2.36 0.07
H -4.63 3.23 -2.40 0.09
H -3.26 3.41 -1.30 0.09


66
Properties=species:S:1:pos:R:3:lowdin_spin:R:1 method="wB97M-V/def2-TZVPD" homo_energy_ha="-0.0683 / -0.1643" multiplicity=5 total_charge=-1 e_lumo_ha="0.0833 / 0.0832" energy_ev=-81689.683
Cr -0.02 -0.13 -0.03 2.99
C 4.73 -2.83 0.29 0.00
N 3.69 -1.92 0.69 0.00
C 3.86 -0.82 1.52 0.00
C 2.66 -0.23 1.63 0.00
N 1.74 -0.93 0.86 0.00
C 2.38 -1.96 0.30 0.01
P 1.76 -3.33 -0.71 0.01
C 0.01 -3.15 -0.30 0.01
N -0.71 -2.09 0.08 0.00
C -2.00 -2.54 0.34 0.00
C -2.07 -3.86 0.08 0.00
N -0.80 -4.24 -0.31 0.00
C -0.42 -5.58 -0.71 0.00
C 0.35 -0.23 -2.09 -0.02
N -0.80 0.35 -2.46 0.01
C -0.84 0.56 -3.83 0.00
C 0.33 0.08 -4.30 0.01
N 1.06 -0.39 -3.22 0.00
C 2.42 -0.90 -3.29 0.00
H 5.38 -3.04 1.13 0.00
H 5.32 -2.41 -0.53 0.00
H 4.28 -3.77 -0.04 0.00
H 4.81 -0.59 1.97 0.00
H 2.39 0.64 2.20 0.00
H -2.77 -1.88 0.70 0.00
H -2.89 -4.56 0.16 0.00
H -1.07 -6.30 -0.22 0.00
H 0.61 -5.77 -0.41 0.00
H -0.50 -5.71 -1.79 0.00
H -1.67 1.00 -4.34 0.00
H 0.71 0.03 -5.31 0.00
H 2.85 -0.58 -4.24 0.00
H 2.43 -1.98 -3.21 0.00
H 3.01 -0.48 -2.48 0.00
O -0.48 0.83 1.73 0.01
C 0.27 1.79 1.36 0.01
O 0.77 1.70 0.18 -0.01
C 0.59 2.92 2.25 0.01
C 1.49 3.91 1.81 0.13
C 1.79 4.95 2.69 0.01
C 1.23 5.02 3.95 0.10
C 0.33 4.03 4.38 0.05
C 0.02 2.97 3.51 0.06
N -0.24 4.09 5.64 0.21
O 0.08 5.06 6.40 0.20
O -1.04 3.17 5.99 0.21
H 1.92 3.84 0.83 0.01
H 2.48 5.72 2.37 0.00
H 1.46 5.83 4.63 0.01
H -0.67 2.20 3.84 0.01
C -3.67 1.83 -2.14 0.00
C -3.07 0.68 -1.32 -0.01
C -3.51 -0.64 -1.96 0.00
C -3.61 0.82 0.11 0.00
C -1.54 0.82 -1.25 -0.06
H -4.76 1.75 -2.19 0.00
H -3.29 1.83 -3.17 0.00
H -3.42 2.80 -1.69 0.00
H -4.57 -0.82 -1.76 0.00
H -2.94 -1.49 -1.59 0.00
H -3.38 -0.60 -3.05 0.00
H -4.70 0.75 0.12 0.00
H -3.33 1.80 0.53 0.00
H -3.19 0.08 0.78 0.00
H -1.31 1.88 -1.14 0.00


17
Properties=species:S:1:pos:R:3:lowdin_charge:R:1 method="wB97M-V/def2-TZVPD" homo_energy_ha=-0.3465 e_lumo_ha=0.0443 energy_ev=-7418.032
C -0.45 0.29 1.70 -0.08
C -0.74 1.36 0.64 -0.19
C -1.03 0.78 -0.76 -0.07
C 0.21 -0.10 -0.55 -0.41
C 1.26 -0.84 -1.32 -0.06
C 0.25 -1.59 -0.45 -0.09
C 0.60 0.69 0.72 -0.18
H -0.72 -0.77 1.61 0.09
H -0.45 0.61 2.74 0.10
H -0.99 2.38 0.91 0.13
H -0.91 1.54 -1.55 0.11
H -1.99 0.28 -0.88 0.11
H 1.21 -0.94 -2.40 0.10
H 2.28 -0.68 -0.97 0.10
H -0.46 -2.23 -0.98 0.10
H 0.33 -1.90 0.60 0.10
H 1.60 1.10 0.93 0.14


56
Properties=species:S:1:pos:R:3:lowdin_charge:R:1 method="wB97M-V/def2-TZVPD" homo_energy_ha=-0.3231 e_lumo_ha=0.0005 energy_ev=-41669.925
C -0.14 1.99 -2.47 -0.08
C -1.13 1.45 -1.42 -0.39
C -2.44 2.21 -1.63 -0.08
C -0.45 1.78 -0.08 -0.22
N -0.66 0.85 1.04 -0.09
C -2.06 0.69 1.38 -0.25
C -2.15 0.12 2.84 -0.55
S -2.58 -1.62 3.02 0.72
H 0.24 2.98 -2.21 0.08
H -0.58 2.22 -3.46 0.08
H 0.68 1.30 -2.66 0.07
H -1.24 0.37 -1.53 0.11
H -2.94 1.86 -2.53 0.08
H -3.17 2.00 -0.85 0.06
H -2.26 3.28 -1.68 0.09
H 0.61 2.03 -0.09 0.09
H -0.82 2.76 0.26 0.13
H -0.05 0.05 1.00 0.08
H -2.47 -0.09 0.72 0.09
H -2.50 1.67 1.47 0.12
H -2.65 0.84 3.48 0.07
H -1.13 0.06 3.21 0.04
H -3.62 -1.77 2.18 -0.16
O -4.04 -2.70 -0.44 -0.08
H -4.06 -1.84 0.00 0.00
H -3.09 -2.90 -0.33 0.00
O 2.21 -0.45 2.43 -0.05
H 2.34 0.41 2.02 -0.01
H 1.58 -1.08 2.09 -0.01
O 0.83 -2.70 0.70 -0.07
H 1.60 -2.18 0.40 0.02
H 0.76 -2.79 1.66 0.06
O 3.75 1.60 1.08 -0.04
H 3.58 2.31 1.72 0.08
H 4.39 1.01 1.49 0.08
O 1.79 -0.18 -0.12 -0.09
H 1.82 -0.48 -1.05 0.05
H 2.31 0.64 -0.12 0.00
O 3.30 2.10 -1.77 -0.05
H 2.91 2.34 -0.91 0.00
H 4.06 1.62 -1.43 0.04
O -1.37 -1.65 -3.40 -0.07
H -1.97 -0.92 -3.21 0.05
H -1.61 -2.31 -2.71 0.02
O -1.34 -3.23 -1.10 -0.07
H -0.50 -3.08 -0.62 0.03
H -1.24 -4.19 -1.22 0.08
O 1.01 -1.84 -2.14 -0.06
H 1.05 -2.78 -2.31 0.05
H 0.25 -1.37 -2.54 0.02
O 1.12 2.62 2.72 -0.07
H 0.94 1.75 2.31 -0.01
H 0.41 2.64 3.38 0.04
O 3.83 -2.60 0.88 -0.05
H 3.22 -3.12 1.41 0.03
H 3.70 -1.68 1.15 0.01


24
Properties=species:S:1:pos:R:3:lowdin_spin:R:1 method="wB97M-V/def2-TZVPD" homo_energy_ha="-0.5345 / -0.5743" multiplicity=4 total_charge=+1 e_lumo_ha="-0.1515 / -0.4153" energy_ev=-47573.523
Au 0.37 0.11 -0.53 0.80
N 1.02 -3.96 0.43 0.01
C 1.05 -2.66 0.23 0.03
O 0.29 -2.11 -0.60 0.24
C 2.01 -1.79 1.04 0.07
C 2.32 -0.54 0.29 0.47
H 0.35 -4.51 -0.09 0.00
H 1.61 -4.42 1.09 0.00
H 2.93 -2.35 1.25 0.02
H 1.53 -1.58 2.00 0.00
H 2.84 -0.69 -0.65 0.05
H 2.68 0.30 0.88 0.03
F 0.50 4.53 -1.05 0.23
B 0.68 3.82 0.10 0.01
F 0.56 2.42 -0.14 0.05
F 1.94 4.10 0.63 0.37
F -0.20 4.23 1.08 0.41
F -1.62 0.01 -0.26 0.18
P -3.38 0.80 -0.91 0.00
F -2.56 1.06 -2.25 0.00
F -3.62 -0.69 -1.38 0.01
F -3.83 0.39 0.55 0.01
F -4.72 1.39 -1.38 0.00
F -2.76 2.14 -0.31 0.00


18
Properties=species:S:1:pos:R:3:lowdin_charge:R:1 method="wB97M-V/def2-TZVPD" homo_energy_ha="-0.3360 / -0.3363" e_lumo_ha="-0.1175 / -0.1173" energy_ev=-18169.000
C -1.88 -2.10 -1.66 -0.65
C 0.78 -0.90 0.90 -0.12
C 0.78 0.59 -1.17 -0.09
C 0.50 1.71 1.14 -0.13
C 0.23 0.43 0.33 -0.81
N -1.92 -2.58 -0.59 0.10
O -1.83 -1.70 -2.79 -0.01
P -1.66 0.45 0.24 1.18
H 0.24 -1.79 0.41 0.07
H 1.91 -1.05 0.66 0.12
H 0.64 -0.96 1.91 0.03
H 0.25 1.50 -1.73 0.12
H 0.42 -0.24 -1.79 0.06
H 1.81 0.74 -1.14 0.04
H 1.65 1.74 1.63 0.17
H 0.38 2.50 0.49 0.03
H -0.22 1.88 1.88 0.03
H -2.10 -0.23 1.29 -0.15


Here are the calculated relative energy (zero: lowest compared OMol25 entry of this formula, charge and spin) numbers, same order: 290.3, 503.4, 75.3, 0.0, 289.7, 77.2, 106.6, 439.6 (kJ/mol).